Formula: C9H13N4
Source: OMol25
Level of theory: ωB97M-V with the def2-TZVPD basis set

Energy above the lowest of the compared OMol25 structures with the same formula, charge and spin (kJ/mol): 406.2
Molar mass (g mol⁻¹): 177.2
SMILES string: CC1=[N+]=CCNC2=N[C@@H]3[C@H](N2)[C@]13C
Charge: +1
Multiplicity: 1
Lowest unoccupied orbital energy (eV): -4.087

Geometry as XYZ:
```
26
C9H13N4, DFT ωB97M-V with the def2-TZVPD basis set
C 2.344 -0.309 0.545
C -1.916 -0.042 0.186
C -0.315 -0.234 1.580
C -1.260 -1.468 -0.009
C 2.122 -0.259 2.034
C -0.873 -0.272 -0.959
C 0.314 0.397 -0.727
C -1.658 -0.098 -2.370
C 0.476 1.781 -1.267
N -1.367 0.481 1.385
N 1.370 -0.082 -0.246
N -0.389 -1.568 1.110
N 0.754 0.189 2.337
H 3.254 -0.658 0.049
H -2.867 0.286 -0.118
H -1.761 -2.274 -0.363
H 2.268 -1.162 2.537
H 2.750 0.370 2.663
H -0.873 -0.352 -3.129
H -1.739 0.950 -2.731
H -2.610 -0.632 -2.478
H 1.274 2.206 -0.732
H -0.463 2.325 -0.976
H 0.474 1.778 -2.305
H -0.005 -2.486 1.412
H 0.697 1.132 2.571
```

Here are the Löwdin charges for atoms 1 to 2, given in e:
1. C 0.06
2. C -0.12

---

Formula: C2H10N3O
Source: OMol25
Level of theory: ωB97M-V with the def2-TZVPD basis set

Energy above the lowest of the compared OMol25 structures with the same formula, charge and spin (kJ/mol): 149.5
Molar mass (g mol⁻¹): 92.1
Charge: +2
Multiplicity: 2
Lowest unoccupied orbital energy (alpha / beta) (eV): -9.462 / -14.497

Geometry as XYZ:
```
16
C2H10N3O, DFT ωB97M-V with the def2-TZVPD basis set
C 0.483 0.756 -1.998
N -0.005 0.600 -0.647
C -0.736 -0.527 -0.294
N -1.564 -1.184 -1.152
N -0.745 -0.803 0.996
H -0.077 1.400 -2.706
H 0.699 -0.265 -2.295
H 1.524 1.197 -1.999
H -0.425 1.386 -0.115
H -1.357 -0.855 -2.094
H -1.485 -2.192 -0.999
H -1.148 -1.660 1.382
H -0.105 -0.422 1.717
H 1.336 1.308 3.968
H 2.199 0.359 3.141
O 1.406 0.901 3.094
```

Here are the Löwdin charges for atoms 1 to 2, given in e:
1. C 0.07
2. N 0.24

---

Formula: C20H37F3O34S8
Source: OMol25
Level of theory: ωB97M-V with the def2-TZVPD basis set

Energy above the lowest of the compared OMol25 structures with the same formula, charge and spin (kJ/mol): 0.0
Molar mass (g mol⁻¹): 1135.0
Multiplicity: 1
Lowest unoccupied orbital energy (eV): 0.029

Geometry as XYZ:
```
102
C20H37F3O34S8, DFT ωB97M-V with the def2-TZVPD basis set
C -0.459 5.082 0.675
C 0.392 4.239 1.592
O -0.312 4.076 2.849
C 0.194 3.206 3.682
O 1.061 2.403 3.456
C -0.434 3.353 5.097
F -1.407 2.462 5.265
F 0.524 3.166 6.017
F -0.926 4.592 5.292
H -1.471 4.688 0.584
H 0.002 5.049 -0.314
H -0.510 6.119 1.000
H 1.311 4.796 1.797
H 0.657 3.273 1.172
C -0.932 -0.523 -0.882
C -0.680 0.940 -0.545
O 0.187 0.937 0.585
S 1.153 -0.343 0.505
O 1.420 -0.852 1.789
O 2.217 0.016 -0.373
O 0.135 -1.269 -0.269
H -0.908 -0.682 -1.956
H -1.857 -0.848 -0.416
H -1.653 1.401 -0.397
H -0.216 1.541 -1.333
C 1.042 -3.079 -2.984
C 2.345 -2.272 -2.880
O 3.244 -2.874 -3.814
S 2.966 -4.441 -3.819
O 3.565 -5.027 -2.670
O 3.249 -4.974 -5.096
O 1.402 -4.322 -3.615
H 0.282 -2.582 -3.586
H 0.597 -3.306 -2.019
H 2.745 -2.396 -1.874
H 2.220 -1.213 -3.070
C -1.616 -5.867 0.937
C -1.261 -6.634 -0.353
O -1.245 -5.648 -1.393
S -2.313 -4.526 -1.045
O -3.616 -4.995 -1.318
O -1.867 -3.285 -1.546
O -2.035 -4.566 0.513
H -0.853 -5.694 1.691
H -2.403 -6.401 1.478
H -2.066 -7.325 -0.595
H -0.275 -7.084 -0.308
C 4.143 -3.156 0.631
C 3.881 -3.256 2.128
O 3.097 -4.453 2.241
S 2.145 -4.679 0.985
O 0.873 -4.102 1.215
O 2.254 -6.013 0.562
O 2.954 -3.681 0.045
H 5.022 -3.731 0.337
H 4.231 -2.140 0.250
H 3.280 -2.411 2.467
H 4.762 -3.399 2.743
C -5.146 -0.633 0.259
C -5.243 -2.084 -0.286
O -4.752 -2.054 -1.621
S -4.823 -0.567 -2.163
O -6.188 -0.263 -2.432
O -3.823 -0.327 -3.112
O -4.451 0.104 -0.762
H -4.441 -0.582 1.088
H -6.102 -0.211 0.550
H -6.279 -2.426 -0.308
H -4.681 -2.776 0.336
C 2.672 2.854 -3.773
C 2.274 1.656 -2.916
O 1.228 0.948 -3.633
S 0.825 1.816 -4.923
O -0.103 2.796 -4.503
O 0.575 0.996 -6.027
O 2.273 2.466 -5.092
H 3.739 3.046 -3.711
H 2.153 3.770 -3.490
H 1.952 1.985 -1.935
H 3.071 0.918 -2.924
C -5.463 3.692 2.087
C -4.253 4.600 2.078
O -3.157 3.793 2.527
S -3.540 2.231 2.510
O -3.829 1.766 3.807
O -2.651 1.496 1.693
O -4.895 2.428 1.700
H -6.251 3.932 1.383
H -5.893 3.553 3.083
H -4.394 5.473 2.708
H -4.034 4.873 1.044
C 4.177 3.353 2.526
C 3.679 2.088 1.817
O 4.452 2.103 0.602
S 4.486 3.615 0.051
O 3.190 4.011 -0.401
O 5.600 3.794 -0.773
O 4.702 4.207 1.508
H 5.060 3.127 3.128
H 3.459 3.862 3.162
H 2.608 2.063 1.643
H 3.981 1.216 2.389
```

Here are the Löwdin charges for atoms 1 to 2, given in e:
1. C -0.04
2. C -0.18

---

Formula: C7H6BrF2NOS
Source: OMol25
Level of theory: ωB97M-V with the def2-TZVPD basis set

Molar mass (g mol⁻¹): 270.1
Multiplicity: 3
Lowest unoccupied orbital energy (alpha / beta) (eV): 0.286 / -3.228

Geometry as XYZ:
```
19
C7H6BrF2NOS, DFT ωB97M-V with the def2-TZVPD basis set
C 2.576 -0.560 -0.209
C 1.782 -1.536 0.374
C 2.057 0.385 -1.092
C 0.513 -1.687 -0.038
C 0.685 0.306 -1.306
C -0.024 -0.779 -0.867
C -2.014 1.877 0.956
N -2.035 0.643 0.386
O -2.181 -1.981 -0.327
F -3.197 2.385 1.315
F -1.549 2.806 0.117
S -1.779 -0.938 -1.217
Br -1.024 1.895 2.783
H 3.680 -0.345 0.118
H 2.213 -2.400 0.817
H 2.527 1.388 -1.203
H -0.062 -2.518 0.249
H 0.201 1.207 -1.907
H -2.368 -0.150 1.050
```

Here are the Löwdin charges for atoms 1 to 2, given in e:
1. C -0.09
2. C -0.08